Entry from the Open Molecules 2025 dataset: 9 unconnected molecules or ions with the total composition C33H76O21S7 (ωB97M-V/def2-TZVPD).

Values from the calculation:
LUMO ... 0.0001 Ha
HOMO ... -9.56 eV
SMILES string ... CCOS(C)(=O)=O.CCOS(C)(=O)=O.CCOS(C)(=O)=O.CCOS(C)(=O)=O.CCOS(C)(=O)=O.CCOS(C)(=O)=O.CCOS(C)(=O)=O.c1ccccc1.CCCCCC

Positions of all 137 atoms, in Å:
1 C -5.89091 1.89324 1.41857
2 C -6.33788 2.78357 2.55706
3 O -5.93767 4.12920 2.26921
4 S -5.24914 5.03058 3.42145
5 C -3.64449 4.16919 3.55342
6 O -5.05848 6.31176 2.81364
7 O -5.97615 4.91819 4.65233
8 H -4.92508 1.37861 1.44323
9 H -5.87978 2.48900 0.50404
10 H -6.59174 1.06269 1.29940
11 H -7.42747 2.76149 2.52108
12 H -6.07079 2.38816 3.53764
13 H -3.28318 4.28882 4.56835
14 H -3.02242 4.63234 2.79612
15 H -3.89190 3.15313 3.25830
16 C 0.51405 -8.69601 0.75754
17 C 0.14429 -7.35206 0.12842
18 O 0.69692 -7.37005 -1.18949
19 S 0.31541 -6.02508 -2.07867
20 C -1.41169 -6.41677 -2.54212
21 O 0.24766 -4.86200 -1.21976
22 O 1.15828 -6.08493 -3.22689
23 H 1.59811 -8.82658 0.73558
24 H 0.04548 -9.51067 0.20929
25 H 0.25765 -8.75133 1.81513
26 H -0.95082 -7.32049 0.13956
27 H 0.46338 -6.50177 0.72896
28 H -1.79798 -6.94799 -1.67718
29 H -1.39531 -7.03980 -3.42833
30 H -1.87785 -5.44024 -2.62976
31 C -0.72107 3.67999 0.86924
32 C -0.09144 4.95761 1.34262
33 O -0.68743 5.33296 2.56778
34 S 0.08885 6.17670 3.69512
35 C 0.32021 7.79908 2.93078
36 O -0.85832 6.37220 4.76616
37 O 1.38530 5.56986 3.83511
38 H -1.79080 3.82031 0.69260
39 H -0.66656 2.84250 1.56728
40 H -0.21563 3.43476 -0.06673
41 H 0.99438 4.83078 1.33038
42 H -0.33025 5.73729 0.60597
43 H -0.65552 8.04830 2.51784
44 H 1.04949 7.54180 2.16653
45 H 0.55714 8.48707 3.73283
46 C -4.62582 -2.80634 3.83366
47 C -3.98496 -3.64089 2.73899
48 O -2.68294 -4.04969 3.15057
49 S -1.58075 -4.38558 2.00722
50 C -1.09022 -2.74116 1.47637
51 O -0.50835 -5.02347 2.72094
52 O -2.27784 -4.97641 0.88775
53 H -4.44653 -3.15365 4.85057
54 H -5.70973 -2.74895 3.72024
55 H -4.27487 -1.77359 3.76084
56 H -4.60870 -4.52112 2.58598
57 H -3.93155 -2.99748 1.85978
58 H -0.33782 -2.35226 2.15356
59 H -2.01058 -2.18379 1.32766
60 H -0.65860 -2.90119 0.48788
61 C 3.94833 0.87325 -2.17786
62 C 4.64287 2.18172 -2.49110
63 O 3.59455 3.16966 -2.66013
64 S 4.01770 4.71092 -2.51539
65 C 4.80864 5.02275 -4.14869
66 O 2.76017 5.40922 -2.54693
67 O 4.94312 4.82576 -1.42214
68 H 4.68184 0.07182 -2.24903
69 H 3.13926 0.67730 -2.88819
70 H 3.41584 0.88994 -1.22864
71 H 5.26105 2.48956 -1.64387
72 H 5.33779 2.20926 -3.33485
73 H 5.88832 5.05040 -4.01081
74 H 4.41753 5.95733 -4.53067
75 H 4.59447 4.14671 -4.75517
76 C -4.51304 2.86009 -4.79673
77 C -4.65965 1.52221 -5.47024
78 O -4.09991 0.50710 -4.60608
79 S -4.60433 -1.03854 -4.78027
80 C -5.79736 -1.12765 -3.42251
81 O -5.36477 -1.09599 -5.98739
82 O -3.56119 -1.97819 -4.46875
83 H -5.35026 3.17321 -4.17437
84 H -4.29958 3.59748 -5.57034
85 H -3.66496 2.86756 -4.10902
86 H -5.68268 1.26030 -5.75276
87 H -4.10546 1.42336 -6.40765
88 H -6.63846 -0.47217 -3.65928
89 H -5.37671 -0.82512 -2.46994
90 H -6.26697 -2.11051 -3.42130
91 C 7.45561 -1.90242 -1.18120
92 C 6.33017 -2.83026 -0.73168
93 O 5.17745 -2.40671 -1.53053
94 S 3.70403 -2.88481 -0.99501
95 C 2.94089 -3.22564 -2.58887
96 O 3.86379 -4.14210 -0.32268
97 O 3.16759 -1.74110 -0.29353
98 H 8.35485 -2.21419 -0.65370
99 H 7.15940 -0.87745 -0.96253
100 H 7.54952 -1.96159 -2.26487
101 H 6.46653 -3.86570 -1.03441
102 H 6.11172 -2.66311 0.32138
103 H 3.72198 -3.81298 -3.06241
104 H 2.67600 -2.32570 -3.13354
105 H 2.08734 -3.82782 -2.29140
106 C -0.77504 -1.82709 -2.00130
107 C -2.13990 -1.70170 -1.77037
108 C -2.65222 -0.57783 -1.15425
109 C -1.77023 0.45119 -0.82642
110 C -0.42685 0.37841 -1.12179
111 C 0.08048 -0.78315 -1.71834
112 H -0.36451 -2.72893 -2.43685
113 H -2.82026 -2.49060 -2.06439
114 H -3.70274 -0.52542 -0.89964
115 H -2.22160 1.27230 -0.27719
116 H 0.19998 1.21951 -0.85498
117 H 1.15632 -0.86064 -1.81448
118 C 4.52450 -1.56478 2.88513
119 C 3.36734 -0.88369 3.59585
120 C 3.68637 0.53947 3.98196
121 C 4.10167 1.47387 2.81460
122 C 2.96233 1.70255 1.83057
123 C 3.12651 2.97492 0.95626
124 H 4.61737 -1.29491 1.83171
125 H 4.34433 -2.64638 2.92046
126 H 5.52021 -1.47242 3.32889
127 H 2.50671 -0.92105 2.92007
128 H 3.07088 -1.51385 4.43873
129 H 4.43763 0.65914 4.76313
130 H 2.72267 0.96492 4.28907
131 H 4.21822 2.40892 3.38034
132 H 5.09108 1.26983 2.40635
133 H 2.94584 0.83366 1.15969
134 H 1.96798 1.72920 2.28099
135 H 4.13669 2.96076 0.54916
136 H 2.38240 2.93579 0.16142
137 H 3.00321 3.83101 1.61903

Cartesian forces, eV/Å:
0.24 -0.61 -0.71
-0.69 -0.68 -0.39
0.36 0.47 0.70
0.73 -0.17 -0.13
-1.46 0.60 -0.42
-0.14 -0.40 0.08
0.08 -0.29 -0.38
0.22 0.50 0.59
-0.23 -0.11 -0.04
-0.20 0.21 -0.06
-0.04 0.29 0.21
0.37 0.48 0.10
0.17 -0.09 -0.05
0.23 0.01 0.18
0.38 -0.21 0.36
0.70 0.38 -0.01
-0.56 -1.11 1.42
-0.35 2.03 -1.04
-1.34 -1.49 0.88
1.43 0.30 0.73
0.53 -0.69 -0.54
0.19 0.27 0.13
-0.02 -0.07 -0.20
0.00 -0.06 0.05
-0.37 0.16 -0.09
0.02 0.27 -0.46
0.39 -0.01 -0.26
-0.29 0.04 -0.09
-0.10 0.14 -0.11
-0.24 -0.13 -0.30
-0.51 -0.24 -0.17
0.26 0.03 -1.25
-0.23 0.55 1.35
-0.20 0.85 -0.18
-0.81 -1.79 0.03
0.82 -0.86 -0.67
-0.57 0.16 0.44
0.07 0.09 -0.24
0.47 0.12 0.07
-0.23 -0.25 -0.02
-0.06 0.22 0.75
0.12 -0.02 0.14
0.09 0.14 -0.15
0.26 0.92 -0.01
0.54 0.05 -0.16
0.03 0.71 0.24
-0.84 0.21 0.49
0.93 -0.20 -0.24
-0.41 0.88 0.21
0.05 -1.20 -0.33
-0.75 0.09 -0.69
0.47 -0.18 0.69
0.21 -0.23 -0.14
0.01 -0.20 -0.25
0.13 -0.06 0.21
0.25 -0.06 -0.46
-0.03 -0.44 -0.32
-0.29 0.25 0.17
0.17 0.35 0.27
0.13 0.02 0.04
-0.20 0.06 -0.81
-0.01 0.28 1.02
0.43 0.53 -0.05
-0.70 -0.19 -0.96
0.34 -0.62 1.29
0.74 -0.19 0.36
-0.26 0.25 -0.60
-0.17 -0.18 0.33
0.28 0.00 -0.34
0.55 0.05 0.30
-0.15 -0.04 0.10
-0.44 -0.37 -0.39
-0.03 0.23 0.09
-0.08 -0.06 -0.09
-0.35 0.24 -0.20
0.48 0.28 0.19
-0.09 -0.64 -0.72
0.04 -1.80 0.50
-0.81 0.67 1.62
-0.50 0.33 -0.68
0.28 -0.31 -0.44
-0.31 1.11 -0.59
-0.28 -0.14 -0.32
-0.23 0.21 0.16
0.19 -0.18 -0.25
-0.04 0.13 0.37
0.10 0.47 0.12
0.30 0.31 -0.13
0.26 -0.25 -0.04
0.55 -0.24 0.13
-0.80 -0.55 0.04
-0.34 0.78 -0.99
-1.07 -0.23 0.35
1.20 0.90 -0.26
0.49 0.15 1.27
-0.16 0.28 -0.03
-0.23 -0.82 -0.54
0.22 0.33 -0.19
0.27 0.03 0.29
0.35 -0.18 0.03
0.39 -0.12 0.64
0.00 -0.44 0.06
-0.30 -0.11 -0.34
0.07 0.05 0.05
-0.13 -0.02 -0.36
0.13 -0.04 -0.53
-0.30 -0.43 -0.04
0.71 -0.11 -0.07
-1.14 0.10 0.44
-0.02 -0.16 -0.05
0.08 0.72 0.82
-0.16 -0.05 0.03
0.14 -0.12 0.04
-0.02 0.14 -0.02
0.43 0.31 -0.15
0.23 -0.15 -0.04
-0.04 -0.14 -0.26
0.27 -1.27 -0.25
0.68 -0.49 -0.29
-0.76 0.54 -0.82
-0.91 0.86 1.78
0.54 -0.35 -1.46
0.13 -1.23 0.98
-0.13 0.16 0.06
-0.01 0.04 -0.33
-0.18 0.49 0.32
0.02 0.20 -0.02
0.08 0.32 0.25
-0.15 -0.40 0.20
0.33 0.17 0.62
0.26 0.24 -0.36
-0.21 -0.30 -0.45
-0.17 0.00 -0.07
0.17 -0.04 0.49
-0.07 0.33 -0.23
0.07 0.40 -0.12
0.03 0.28 -0.32